1.
DFT (the ωB97M-V functional and the def2-TZVPD basis) results for a structure of composition C44H46ClF3N4O2SSr.

Last column: Löwdin charge in e.
Geometry (Å):
Sr  -0.06572  -0.33082  -0.67623  1.24
C  -2.74152  2.83890  -2.21185  -0.06
C  -1.24514  2.91916  -1.93811  -0.39
C  -0.48379  3.44985  -3.15679  -0.07
C  -0.86809  3.72973  -0.71711  -0.13
C  -1.57003  4.88843  -0.41101  -0.05
C  -1.20498  5.68949  0.65873  -0.10
C  -0.13324  5.30488  1.44523  -0.06
C  0.58583  4.14415  1.18407  -0.13
C  1.70651  3.76092  2.13357  -0.37
C  2.87923  4.73802  2.03104  -0.07
C  1.21465  3.65894  3.57939  -0.07
C  0.23784  3.34769  0.07060  -0.16
N  0.90870  2.13637  -0.17869  0.01
C  2.21446  2.20369  -0.42759  -0.52
O  2.90881  3.18585  -0.73554  0.00
C  2.96203  0.88916  -0.19683  -0.19
C  4.31306  0.75855  -0.48135  0.00
C  4.95498  -0.40790  -0.08451  -0.06
C  4.25040  -1.39631  0.58804  -0.01
C  2.88983  -1.20684  0.78437  -0.21
N  2.28635  -0.08888  0.39888  0.06
C  1.99953  -2.19704  1.52209  -0.55
O  2.51286  -2.81013  2.47580  0.00
N  0.75344  -2.24089  1.06210  0.02
C  -0.20818  -2.82955  1.91766  -0.18
C  -0.68747  -4.13754  1.73452  -0.14
C  -1.71320  -4.60059  2.55517  -0.06
C  -2.26811  -3.81114  3.54787  -0.10
C  -1.79257  -2.52163  3.72021  -0.05
C  -0.77643  -2.01837  2.91846  -0.14
C  -0.32991  -0.58030  3.11232  -0.36
C  0.26206  -0.35866  4.50501  -0.05
C  -1.47685  0.39562  2.82971  -0.05
C  -0.17281  -5.07368  0.65466  -0.36
C  -0.49309  -4.55087  -0.74688  -0.06
C  1.30507  -5.43669  0.81327  -0.06
H  -2.92720  2.14168  -3.02985  0.08
H  -3.14802  3.80917  -2.51039  0.07
H  -3.30271  2.48139  -1.34585  0.08
H  -0.87316  1.90932  -1.77130  0.04
H  -0.78900  4.48157  -3.35875  0.08
H  -0.68668  2.84151  -4.04056  0.06
H  0.59184  3.43636  -2.97409  0.08
H  -2.41750  5.17092  -1.02413  0.10
H  -1.75767  6.59450  0.88319  0.09
H  0.14730  5.91750  2.29632  0.10
H  2.06151  2.77091  1.84899  0.12
H  2.56733  5.74038  2.34170  0.07
H  3.24160  4.78026  1.00493  0.07
H  3.70041  4.42389  2.68237  0.07
H  0.88595  4.63015  3.95918  0.07
H  2.01836  3.30110  4.22884  0.07
H  0.37514  2.96759  3.66336  0.06
H  4.82300  1.57164  -0.97766  0.11
H  6.01213  -0.53922  -0.28657  0.10
H  4.72074  -2.29771  0.95659  0.11
H  -2.08648  -5.60781  2.39890  0.10
H  -3.07224  -4.19085  4.16714  0.09
H  -2.22719  -1.88737  4.48591  0.10
H  0.46282  -0.36924  2.39249  0.11
H  -0.48556  -0.52782  5.28579  0.07
H  0.62759  0.66616  4.60561  0.06
H  1.09504  -1.04327  4.67319  0.08
H  -2.27594  0.28932  3.56924  0.08
H  -1.92780  0.20900  1.85040  0.05
H  -1.12592  1.42974  2.85284  0.07
H  -0.73519  -6.00508  0.78913  0.11
H  -0.01517  -3.58880  -0.92026  0.04
H  -1.56800  -4.41299  -0.87281  0.07
H  -0.13760  -5.24987  -1.51031  0.08
H  1.94281  -4.55876  0.75179  0.04
H  1.59993  -6.14386  0.03193  0.07
H  1.49127  -5.89272  1.78739  0.08
F  1.12560  -1.33588  -6.52642  0.11
C  2.30670  -1.20889  -5.89733  -0.60
F  2.64134  0.09057  -5.93683  0.12
F  3.21200  -1.84047  -6.70217  0.08
C  2.31480  -1.79038  -4.51389  -0.14
C  3.18926  -2.81971  -4.23166  -0.03
C  3.21907  -3.38446  -2.96370  -0.07
C  2.34772  -2.86368  -2.02535  -0.16
N  1.50568  -1.86926  -2.27108  -0.05
C  1.44386  -1.29694  -3.50031  -0.74
S  0.32205  -0.01900  -3.71862  0.57
H  3.84984  -3.18535  -5.00602  0.11
H  3.88876  -4.19455  -2.71300  0.09
H  2.30587  -3.26460  -1.01803  0.09
Cl  -7.31289  1.97202  -2.09734  0.54
C  -5.94190  0.96759  -1.63609  -0.71
C  -5.20515  0.30700  -2.60856  -0.16
C  -4.12952  -0.47808  -2.24586  -0.08
C  -3.72816  -0.65183  -0.89347  -0.36
C  -2.58718  -1.42546  -0.52986  -0.21
C  -4.52411  0.03960  0.06000  -0.08
C  -5.59869  0.83058  -0.29958  -0.15
H  -5.47277  0.41760  -3.65279  0.09
H  -3.55401  -0.97321  -3.02118  0.10
H  -2.58822  -1.82552  0.48541  0.02
H  -2.29878  -2.17373  -1.27209  0.01
H  -4.27524  -0.05931  1.11153  0.09
H  -6.17616  1.34505  0.45933  0.09

## Properties
Energy relative to the best compared isomer or geometry (same formula, charge and spin) = 0.0 kcal/mol
Calculated total energy = -88783.963 eV
HOMO = -0.0543 Eh
Charge = -2

2.
DFT (the ωB97M-V functional and the def2-TZVPD basis) results for a cluster of 2 separate species, C15H28BrN2O4 in total.

Last column: Löwdin spin population.
Geometry (Å):
C  -0.27558  -1.20160  1.99900  0.02
C  0.02866  -0.91035  0.51965  0.03
C  0.46972  -2.23445  -0.10664  0.00
C  -1.19960  -0.48120  -0.29431  0.00
C  -1.56759  1.01641  -0.32466  0.00
Br  -1.92713  1.45186  -2.24173  0.00
C  -2.89641  1.36165  0.36896  0.00
C  -2.97948  1.00047  1.85788  0.00
C  -3.71767  -0.28773  2.15947  0.00
N  -5.17899  -0.16512  1.96536  0.00
C  -0.47468  1.99826  0.16391  0.00
C  0.92025  1.46702  0.58313  0.03
C  1.18859  1.87194  2.03805  0.02
C  1.98685  2.21668  -0.25344  0.01
N  1.14752  0.03554  0.32978  0.38
O  2.25814  -0.39714  0.81084  0.50
H  -0.23394  -0.33836  2.65029  0.00
H  0.44134  -1.92440  2.37044  0.00
H  -1.24697  -1.66898  2.06069  0.00
H  0.91755  -2.02685  -1.06796  0.00
H  -0.37438  -2.90684  -0.21744  0.00
H  1.19581  -2.73557  0.51881  0.00
H  -0.97794  -0.76154  -1.31601  0.00
H  -2.05292  -1.07987  -0.01532  0.00
H  -2.96186  2.44448  0.30433  0.00
H  -3.74194  0.97712  -0.19341  0.00
H  -1.97856  1.03203  2.27714  0.00
H  -3.53212  1.79184  2.35896  0.00
H  -3.38543  -1.12115  1.55141  0.00
H  -3.55059  -0.57415  3.19524  0.00
H  -5.44395  -0.57640  1.07800  0.00
H  -5.43430  0.81479  1.90608  0.00
H  -0.33752  2.71794  -0.62544  0.00
H  -0.88251  2.55507  0.99874  0.00
H  2.09502  1.42227  2.42247  0.00
H  1.34466  2.94668  2.02399  0.00
H  0.33483  1.70598  2.68505  0.00
H  1.70290  3.24707  -0.40625  0.00
H  2.93089  2.17650  0.28216  0.00
H  2.14250  1.71246  -1.20134  0.00
C  4.47572  -1.44536  -3.48756  0.00
C  3.54265  -1.75502  -2.33667  0.00
O  2.25527  -1.60776  -2.94519  0.00
C  2.38880  -1.79127  -4.28394  0.00
O  1.48500  -1.89759  -5.04550  0.00
O  3.70106  -1.83732  -4.62559  0.00
H  5.40575  -2.00645  -3.45038  0.00
H  4.70160  -0.38045  -3.56734  0.00
H  3.64552  -2.78022  -1.97646  0.00
H  3.64542  -1.07092  -1.49725  0.00

## Properties
2S+1 = 2
Calculated total energy = -97219.971 eV
Expectation value of S² = 0.754
HOMO (alpha / beta) = -0.3209 / -0.3518 Eh
Charge = 0